<w>
The following is a quantum chemistry calculation of a single C5H11NO3S molecule, from the Open Molecules 2025 dataset.

Last column: Mulliken charge in e.
Element x y z (Å)
C (0.18, -1.56, -0.14)  -0.85
C (-1.21, -0.93, -0.46)  -0.63
C (-0.02, 0.69, 0.74)  -1.24
C (0.96, -0.58, 0.68)  0.38
C (-2.31, 1.15, -0.06)  -1.04
N (-1.00, 0.51, -0.26)  0.10
O (2.30, 0.39, -1.51)  -0.53
O (2.76, 1.37, 0.58)  -0.63
O (3.49, -0.87, 0.16)  -0.64
S (2.50, 0.09, 0.07)  1.18
H (-0.02, -2.44, 0.44)  0.30
H (0.72, -1.99, -1.00)  0.29
H (-1.37, -1.03, -1.56)  0.29
H (-2.13, -1.35, 0.06)  0.39
H (-0.17, 0.82, 1.81)  0.37
H (0.57, 1.57, 0.48)  0.44
H (0.98, -0.99, 1.76)  0.40
H (-3.01, 0.64, 0.61)  0.37
H (-2.17, 2.08, 0.45)  0.41
H (-2.84, 1.23, -1.07)  0.25
H (1.77, 1.20, -1.77)  0.38

Results
SMILES   CN1CC[C@@H](S(=O)(=O)O)C1
Spin multiplicity   1
Orbital gap   9.74 eV
E_HOMO   -9.148 eV


<x>
The following is a quantum chemistry calculation of a single C5H11NO3S molecule, from the Open Molecules 2025 dataset.

Last column: Mulliken charge in e.
Element x y z (Å)
C (0.18, 1.89, -1.37)  -0.78
C (-1.35, -0.41, -0.64)  -1.00
C (-1.01, -0.16, 0.79)  -0.44
C (0.36, -0.82, 1.24)  -0.23
C (1.66, -0.06, 0.92)  0.45
H (-0.78, 2.53, -1.31)  0.27
H (0.86, 2.24, -2.19)  0.35
H (0.85, 1.95, -0.45)  0.31
H (-2.36, -0.03, -1.01)  0.49
H (-1.41, -1.44, -0.89)  0.46
H (-1.91, -0.74, 1.26)  0.30
H (-1.10, 0.91, 1.03)  0.31
H (0.32, -1.05, 2.34)  0.38
H (0.99, -1.99, -0.22)  0.30
H (0.43, -3.00, 1.26)  0.28
H (0.83, 1.26, 1.91)  0.41
N (0.22, -2.10, 0.55)  -0.55
O (-1.02, 0.30, -3.19)  -0.65
O (1.70, 1.22, 1.38)  -0.53
O (2.68, -0.71, 0.51)  -0.60
S (-0.15, 0.20, -1.91)  0.47

Results
Spin multiplicity   1
Orbital gap   8.88 eV
E_HOMO   -8.870 eV


How do the energies compare? Relative to the most stable structure, in kJ/mol: <w> 0.0; <x> 70.9.


<w>
The following is a quantum chemistry calculation of 19 unconnected molecules or ions with the total composition H38O19, from the Open Molecules 2025 dataset.

Last column: Mulliken charge in e.
Element x y z (Å)
O (-2.86, 0.06, -0.22)  -0.68
H (-3.63, 0.49, 0.19)  0.26
H (-3.41, -0.61, -0.72)  0.39
O (-1.06, 4.99, 1.64)  -0.64
H (-1.20, 4.04, 1.82)  0.30
H (-0.59, 4.83, 0.81)  0.33
O (2.43, -0.59, -0.45)  -0.72
H (1.57, -1.00, -0.30)  0.41
H (2.80, -0.34, 0.42)  0.32
O (1.26, 2.48, 2.56)  -0.63
H (0.77, 2.19, 3.36)  0.30
H (1.66, 3.33, 2.78)  0.32
O (-0.32, -1.21, -0.16)  0.01
H (-0.18, -0.41, 0.37)  0.16
H (-1.00, -1.16, -0.84)  0.14
O (1.65, 4.08, -2.71)  -0.58
H (2.51, 3.69, -2.58)  0.30
H (1.20, 3.69, -3.45)  0.29
O (1.87, -0.65, -3.66)  -0.60
H (1.79, 0.05, -2.99)  0.44
H (2.04, -0.39, -4.53)  0.23
O (1.23, 1.60, -1.58)  -0.53
H (1.97, 1.58, -0.95)  0.25
H (0.48, 1.27, -1.10)  0.18
O (0.31, -3.83, 0.07)  -0.61
H (0.30, -3.11, -0.58)  0.21
H (1.13, -3.81, 0.56)  0.31
O (-1.04, -0.09, 2.31)  -0.65
H (-0.76, -0.93, 2.67)  0.28
H (-1.72, -0.46, 1.70)  0.26
O (-2.83, -3.57, 0.18)  -0.63
H (-2.15, -3.33, -0.46)  0.27
H (-2.34, -4.05, 0.86)  0.30
O (-0.76, -1.92, -3.03)  -0.56
H (-1.17, -1.65, -3.86)  0.25
H (0.18, -1.91, -3.33)  0.31
O (3.36, 2.49, 1.01)  -0.57
H (2.70, 2.70, 1.73)  0.34
H (3.96, 3.23, 1.19)  0.29
O (-3.38, 2.69, -3.11)  -0.64
H (-3.43, 1.95, -2.55)  0.34
H (-2.65, 3.17, -3.45)  0.31
O (-0.76, 1.40, 4.15)  -0.59
H (-0.82, 2.07, 4.84)  0.28
H (-1.54, 1.53, 3.60)  0.31
O (3.99, -0.20, 1.60)  -0.66
H (3.81, -1.15, 1.56)  0.31
H (4.74, -0.07, 0.99)  0.34
O (-4.56, -1.75, -0.98)  -0.68
H (-4.56, -1.99, -1.91)  0.31
H (-4.38, -2.46, -0.35)  0.34
O (-1.72, -2.78, 3.51)  -0.59
H (-1.27, -3.62, 3.55)  0.29
H (-2.66, -2.84, 3.31)  0.28
O (3.25, -2.94, -1.16)  -0.61
H (2.59, -2.21, -1.31)  0.31
H (2.62, -3.67, -1.09)  0.31

Results
Spin multiplicity   1
Orbital gap   10.00 eV
E_HOMO   -10.060 eV


<x>
The following is a quantum chemistry calculation of 19 unconnected molecules or ions with the total composition H38O19, from the Open Molecules 2025 dataset.

Last column: Mulliken charge in e.
Element x y z (Å)
O (-0.37, -3.85, 2.74)  -0.64
H (-0.99, -3.33, 2.23)  0.29
H (0.49, -3.78, 2.33)  0.40
O (0.34, 2.38, 3.51)  -0.60
H (0.37, 3.19, 4.03)  0.27
H (0.70, 1.66, 4.06)  0.39
O (-0.23, 0.10, -3.88)  -0.60
H (0.12, 1.01, -3.93)  0.46
H (0.57, -0.38, -4.10)  0.22
O (-0.34, 4.00, -1.85)  -0.67
H (-0.12, 4.34, -2.72)  0.26
H (-0.89, 3.21, -1.92)  0.34
O (-2.19, 0.92, 3.27)  -0.60
H (-2.33, 1.35, 2.43)  0.39
H (-1.71, 1.48, 3.87)  0.31
O (0.75, 4.58, 0.56)  -0.66
H (0.08, 5.14, 0.16)  0.29
H (0.67, 3.77, 0.04)  0.40
O (0.13, -2.83, -2.59)  -0.47
H (0.22, -3.33, -1.78)  0.25
H (-0.31, -3.36, -3.25)  0.21
O (1.40, 0.04, 4.26)  -0.65
H (1.62, -0.56, 4.98)  0.28
H (0.89, -0.55, 3.69)  0.33
O (-1.01, -1.16, -0.80)  -0.55
H (-1.85, -1.00, -0.37)  0.17
H (-1.24, -1.40, -1.71)  0.39
O (-2.15, 1.31, -2.28)  -0.60
H (-1.81, 0.55, -1.82)  0.35
H (-2.25, 0.96, -3.15)  0.30
O (-3.72, -1.84, 0.94)  -0.57
H (-4.25, -2.16, 1.67)  0.28
H (-4.07, -0.94, 0.81)  0.29
O (-3.25, 0.87, 0.81)  -0.64
H (-2.32, 0.68, 0.92)  0.23
H (-3.33, 1.47, 0.06)  0.28
O (1.60, -2.75, 1.13)  -0.63
H (1.59, -3.06, 0.21)  0.24
H (2.55, -2.63, 1.23)  0.28
O (1.51, 2.13, -3.52)  -0.77
H (0.99, 2.70, -2.95)  0.38
H (1.87, 1.50, -2.85)  0.47
O (1.48, 1.80, 1.07)  -0.58
H (1.52, 2.65, 1.54)  0.32
H (0.77, 1.41, 1.58)  0.23
O (4.00, -0.41, 1.37)  -0.56
H (3.56, 0.41, 1.63)  0.31
H (4.86, -0.12, 1.07)  0.28
O (2.36, 0.58, -1.49)  -0.50
H (3.11, 0.82, -0.96)  0.17
H (1.55, 0.39, -1.01)  0.26
O (2.62, -2.48, -1.88)  -0.56
H (2.11, -1.90, -2.42)  0.28
H (3.54, -2.30, -1.83)  0.24
O (-3.11, -3.62, -1.39)  -0.59
H (-2.68, -4.44, -1.18)  0.30
H (-3.43, -3.23, -0.56)  0.33

Results
Spin multiplicity   1
Orbital gap   10.82 eV
E_HOMO   -10.720 eV


How do the energies compare? Relative to the most stable structure, in kJ/mol: <w> 194.8; <x> 0.0.


<w>
The following is a quantum chemistry calculation of a single C26H41N3O2 molecule, from the Open Molecules 2025 dataset.

Last column: Mulliken charge in e.
Element x y z (Å)
C (1.60, 2.70, 4.57)  -1.01
H (1.54, 2.68, 5.65)  0.40
H (0.62, 2.47, 4.16)  0.32
H (1.88, 3.70, 4.25)  0.26
C (2.64, 1.68, 4.08)  -0.86
N (2.76, 1.61, 2.64)  0.21
C (1.69, 1.20, 1.87)  1.31
C (1.61, 1.48, 0.50)  -0.59
C (0.58, 0.99, -0.28)  -0.46
C (-0.43, 0.21, 0.26)  -0.53
C (-0.37, -0.05, 1.63)  -0.92
C (0.66, 0.42, 2.41)  -0.65
H (0.66, 0.17, 3.46)  0.39
H (-1.15, -0.66, 2.08)  0.41
C (-1.53, -0.35, -0.60)  -1.15
N (-1.63, -1.80, -0.43)  0.11
C (-2.61, -2.37, -1.33)  -0.66
C (-4.00, -1.80, -1.03)  -1.34
H (-4.28, -2.08, -0.01)  0.41
H (-4.73, -2.22, -1.72)  0.43
C (-4.00, -0.27, -1.15)  1.00
C (-2.88, 0.28, -0.24)  0.24
C (-2.85, 1.81, -0.32)  -0.98
C (-4.20, 2.38, 0.12)  -0.82
C (-5.32, 1.83, -0.75)  -0.68
C (-5.35, 0.31, -0.70)  -1.18
H (-5.56, -0.03, 0.31)  0.34
H (-6.13, -0.07, -1.36)  0.42
H (-5.16, 2.14, -1.79)  0.35
H (-6.28, 2.23, -0.42)  0.42
H (-4.17, 3.47, 0.05)  0.41
H (-4.38, 2.12, 1.16)  0.33
H (-2.66, 2.10, -1.36)  0.29
H (-2.05, 2.20, 0.30)  0.29
H (-3.12, -0.01, 0.79)  0.41
O (-3.83, 0.12, -2.50)  -0.67
H (-3.00, -0.25, -2.82)  0.55
H (-2.63, -3.46, -1.17)  0.51
H (-2.35, -2.20, -2.38)  0.32
C (-0.34, -2.47, -0.46)  -1.68
C (0.53, -2.08, -1.65)  0.84
O (0.05, -1.79, -2.73)  -0.70
N (1.87, -2.06, -1.45)  0.27
C (2.52, -2.36, -0.18)  -0.14
H (2.34, -1.55, 0.54)  -0.12
C (4.02, -2.52, -0.39)  -1.21
C (4.65, -1.23, -0.91)  -0.47
C (3.71, -0.53, -1.90)  0.06
C (2.72, -1.53, -2.50)  -1.04
H (2.07, -1.05, -3.23)  0.50
H (3.26, -2.35, -3.00)  0.29
H (4.27, -0.06, -2.70)  0.51
H (3.13, 0.24, -1.39)  -0.31
H (4.86, -0.56, -0.07)  0.16
H (5.60, -1.46, -1.39)  0.32
H (4.20, -3.33, -1.09)  0.38
H (4.48, -2.80, 0.56)  0.44
H (2.11, -3.28, 0.23)  0.53
H (-0.52, -3.55, -0.50)  0.54
H (0.16, -2.25, 0.48)  0.60
H (-1.29, -0.10, -1.65)  0.81
H (0.56, 1.22, -1.34)  0.50
H (2.35, 2.11, 0.02)  0.63
C (3.89, 2.28, 2.05)  -0.56
C (3.73, 3.80, 1.89)  -1.18
H (3.69, 4.28, 2.86)  0.31
H (2.81, 4.03, 1.35)  0.25
H (4.57, 4.20, 1.34)  0.46
H (4.09, 1.83, 1.07)  0.03
H (4.76, 2.08, 2.68)  0.50
H (3.62, 1.94, 4.48)  0.42
H (2.38, 0.69, 4.47)  0.41

Results
SMILES   CCN(CC)c1ccc([C@@H]2[C@H]3CCCC[C@]3(O)CCN2CC(=O)N2CCCCC2)cc1
Spin multiplicity   1
Orbital gap   8.23 eV
E_HOMO   -7.552 eV


<x>
The following is a quantum chemistry calculation of a molecular structure, C26H41N3O2, from the Open Molecules 2025 dataset.

Last column: Mulliken charge in e.
Element x y z (Å)
C (-6.08, -2.86, 0.48)  -1.24
H (-6.59, -2.46, 1.19)  0.43
H (-6.59, -3.41, -0.25)  0.42
H (-5.29, -3.49, 0.82)  0.32
C (-5.50, -1.92, -0.60)  -1.04
N (-4.77, -0.94, 0.40)  0.38
C (-3.48, -1.12, 0.80)  0.29
O (-2.87, -0.25, 1.33)  -0.61
C (-2.68, -2.04, -0.23)  0.47
H (-3.22, -3.01, -0.21)  0.62
C (-2.36, -1.37, -1.53)  -2.20
C (-1.31, -0.40, -1.61)  -0.93
N (0.02, -1.24, -1.03)  -0.10
C (-0.24, -1.29, 0.51)  -0.37
C (-1.34, -2.48, 0.44)  -1.81
H (-1.02, -3.40, 0.22)  0.60
H (-1.49, -2.83, 1.67)  0.34
H (0.62, -1.81, 1.01)  0.33
H (-0.50, -0.39, 0.98)  0.43
C (1.16, -0.23, -1.06)  -0.22
C (2.41, -1.13, -1.09)  -1.56
H (2.27, -1.93, -1.46)  1.55
H (2.56, -1.32, 0.09)  -0.08
C (3.63, -0.26, -1.24)  -1.19
N (3.83, 1.11, -0.93)  0.37
C (2.71, 1.77, -0.82)  -2.04
H (2.77, 2.48, -0.23)  0.69
C (1.38, 1.18, -0.40)  -0.13
H (0.41, 1.63, -0.41)  0.66
H (1.44, 0.75, 0.77)  0.15
H (2.54, 2.13, -1.91)  0.46
C (4.27, 0.76, 0.56)  -0.82
C (5.71, 0.23, 0.74)  0.25
C (5.86, -1.19, 1.26)  -1.55
C (7.11, -1.71, 1.32)  -0.73
C (8.26, -0.76, 0.82)  -0.24
C (8.05, 0.29, 0.04)  -1.39
C (6.77, 0.90, 0.44)  1.64
C (6.57, 2.28, -0.42)  -1.61
H (6.24, 3.09, 0.44)  0.24
H (5.84, 2.14, -0.98)  0.42
H (7.36, 2.62, -0.71)  0.69
H (8.77, 0.77, -0.18)  0.61
H (9.15, -1.54, 0.83)  0.21
H (7.17, -2.55, 1.69)  0.71
H (5.20, -1.66, 1.69)  0.76
H (3.71, 0.05, 1.34)  0.22
H (4.46, 1.64, 1.17)  0.57
H (4.63, -0.80, -1.37)  0.47
H (3.48, 0.01, -2.42)  0.36
H (1.17, 0.05, -2.29)  0.28
H (-0.96, -0.13, -2.58)  0.71
H (-1.40, 0.44, -1.05)  0.44
H (-3.11, -1.23, -1.94)  1.55
H (-1.82, -2.48, -2.03)  0.27
C (-5.35, 0.39, 1.13)  -2.46
H (-6.42, -0.06, 1.18)  0.25
H (-4.90, 0.62, 1.84)  1.52
C (-5.47, 1.55, -0.07)  -1.59
C (-5.74, 2.75, 0.90)  -0.41
H (-6.32, 3.35, -0.19)  0.17
C (-4.48, 3.33, 1.11)  -0.84
H (-4.29, 3.19, 2.01)  0.37
C (-3.66, 2.52, 0.27)  0.06
H (-2.87, 3.08, -0.43)  0.35
O (-4.22, 1.64, -0.67)  -0.43
H (-2.86, 1.84, 0.86)  0.01
H (-4.41, 4.53, 0.94)  0.21
H (-6.68, 2.51, 1.52)  0.36
H (-6.13, 1.24, -0.49)  2.24
H (-6.27, -1.02, -0.79)  0.33
H (-4.87, -2.19, -1.17)  0.78

Results
Spin multiplicity   1
Orbital gap   8.97 eV
E_HOMO   -8.327 eV


How do the energies compare? Relative to the most stable structure, in kJ/mol: <w> 0.0; <x> 3006.9.


<w>
The following is a quantum chemistry calculation of a single C3H5NS3 molecule, from the Open Molecules 2025 dataset.

Last column: Mulliken charge in e.
Element x y z (Å)
C (-1.14, 0.83, -0.15)  0.36
C (1.13, -0.26, 0.00)  -0.77
C (1.34, 1.16, 0.30)  -0.25
N (0.16, 0.76, -0.35)  -0.13
S (-1.99, 2.26, -0.18)  -0.31
S (-1.16, -2.47, -0.08)  -0.25
S (-2.20, -0.57, 0.08)  -0.05
H (1.70, -0.60, -0.79)  0.25
H (1.05, -1.02, 0.70)  0.48
H (1.18, 1.59, 1.29)  0.27
H (2.10, 1.66, -0.31)  0.21
H (-2.19, -3.35, -0.50)  0.19

Results
SMILES   S=C(SS)N1CC1
Spin multiplicity   1
Orbital gap   8.37 eV
E_HOMO   -8.474 eV


<x>
The following is a quantum chemistry calculation of a single C3H5NS3 molecule, from the Open Molecules 2025 dataset.

Last column: Mulliken charge in e.
Element x y z (Å)
C (0.76, 0.43, 0.26)  0.27
C (-0.74, 0.67, 0.77)  -0.71
C (-1.67, 0.45, -0.40)  -0.19
H (2.79, -1.00, -1.44)  0.17
H (0.22, -1.71, 0.06)  0.37
H (-1.10, 1.68, 1.00)  0.32
H (-0.90, 0.08, 1.58)  0.39
H (-1.60, 1.35, -1.14)  0.27
N (1.03, -0.87, 0.45)  -0.28
S (2.26, -1.77, -0.23)  -0.17
S (1.59, 1.61, -0.48)  -0.25
S (-2.64, -0.93, -0.43)  -0.18

Results
SMILES   S=CCC(=S)NS
Spin multiplicity   1
Orbital gap   7.91 eV
E_HOMO   -8.895 eV


How do the energies compare? Relative to the most stable structure, in kJ/mol: <w> 0.0; <x> 116.3.